# C28H32Cl2NO2PPd

A molecular structure, C28H32Cl2NO2PPd in a non-equilibrium geometry (the ωB97M-V functional and the def2-TZVPD basis, the OMol25 dataset).

Last column: natural (NBO) charge in e.
Element x y z (Å)
C -2.392 3.201 -0.068  -0.141
C -3.375 2.776 -1.010  0.164
C -2.824 2.899 -2.318  -0.182
C -4.687 2.202 -0.687  -0.697
C -1.497 3.408 -2.190  0.124
C -1.244 3.629 -0.794  0.045
C -0.062 4.333 -0.251  -0.663
C -2.580 3.210 1.398  -0.635
C -3.532 2.541 -3.563  -0.632
C -0.585 3.803 -3.283  -0.679
Pd -0.893 0.052 -1.807  0.980
Cl -1.580 0.079 -3.790  -0.626
Cl -2.756 -0.363 -0.251  -0.710
O 1.007 1.189 -1.583  -1.049
H -5.089 2.634 0.239  0.203
H -4.552 1.100 -0.523  0.285
H -5.385 2.373 -1.520  0.195
H -3.731 1.453 -3.602  0.229
H -2.928 2.787 -4.446  0.205
H -4.487 3.084 -3.624  0.177
H -0.874 3.336 -4.236  0.212
H 0.439 3.474 -3.042  0.238
H -0.611 4.901 -3.387  0.190
H 0.806 4.197 -0.903  0.220
H 0.198 4.016 0.762  0.270
H -0.292 5.419 -0.227  0.184
H -2.913 2.231 1.761  0.225
H -3.358 3.958 1.672  0.168
H -1.652 3.471 1.916  0.241
H 1.377 0.966 -2.476  0.413
O 1.343 1.724 2.340  -1.359
H 0.977 1.674 1.315  0.411
N 0.432 -0.357 0.414  -0.764
P 1.153 -1.788 0.634  1.555
C 2.851 -1.248 1.030  -0.257
C 3.565 -1.720 2.132  -0.234
C 4.832 -1.176 2.386  -0.231
C 5.322 -0.139 1.583  -0.220
C 4.561 0.368 0.518  -0.181
C 3.350 -0.239 0.193  -0.194
C 0.303 -2.291 2.172  -0.366
C -0.616 -3.352 2.177  -0.192
C -1.465 -3.498 3.278  -0.242
C -1.407 -2.580 4.342  -0.210
C -0.533 -1.489 4.296  -0.209
C 0.293 -1.321 3.190  -0.176
C 1.360 -3.277 -0.407  -0.305
C 2.066 -4.427 0.044  -0.216
C 2.214 -5.530 -0.795  -0.222
C 1.678 -5.496 -2.092  -0.225
C 1.008 -4.355 -2.540  -0.216
C 0.836 -3.250 -1.695  -0.197
H 3.130 -2.471 2.789  0.209
H 5.424 -1.564 3.219  0.192
H 6.306 0.280 1.783  0.191
H 4.910 1.225 -0.057  0.206
H 2.756 0.112 -0.666  0.277
H -0.673 -4.029 1.324  0.213
H -2.170 -4.336 3.303  0.196
H -2.053 -2.710 5.212  0.192
H -0.478 -0.767 5.107  0.213
H 0.877 -0.398 3.069  0.328
H 2.492 -4.460 1.051  0.220
H 2.744 -6.421 -0.455  0.200
H 1.784 -6.359 -2.752  0.199
H 0.603 -4.312 -3.555  0.213
H 0.278 -2.379 -2.053  0.248

Output
total energy = -72948.4994 eV
strongest force on any atom = 5.30 eV/A
spin multiplicity = 5
Kohn-Sham gap (spin up / spin down) = 0.162 / 0.161 Eh
LUMO (spin up / spin down) = 4.3 / 4.3 eV
highest occupied orbital energy (spin up / spin down) = -0.075 / -0.047 eV
ΔE to the lowest compared entry with this formula, charge and spin = 0.9968 eV
total charge = -2